No. 1
{"formula": "C7H16N4S", "method": "ωB97M-V with the def2-TZVPD basis set", "e_above_lowest_kcal_mol": 36.4, "largest_force_ev_per_a": 4.3, "gap_ev": 8.93, "charge": 2, "energy_ev": -24296.3242, "multiplicity": 1, "species": ["C", "C", "C", "C", "C", "C", "C", "N", "N", "N", "N", "S", "H", "H", "H", "H", "H", "H", "H", "H", "H", "H", "H", "H", "H", "H", "H", "H"], "positions_angstrom": [[0.801, 0.642, 0.788], [-1.202, -0.881, 0.753], [-0.592, 0.369, 1.214], [0.601, -0.148, -1.590], [-1.431, 1.742, 0.755], [-0.360, 0.594, -2.336], [2.453, -2.104, -1.115], [1.232, 0.570, -0.469], [-0.649, -1.438, -0.255], [-2.383, -1.342, 1.316], [1.686, 1.221, 1.595], [1.325, -1.454, -2.380], [-0.704, 0.345, 2.324], [-0.767, 2.609, 1.045], [-2.441, 1.745, 1.175], [-1.286, 1.784, -0.346], [0.015, 1.749, -2.338], [-1.421, 0.693, -2.055], [-0.448, 0.184, -3.374], [1.899, -2.397, -0.148], [3.251, -1.402, -0.926], [2.694, -3.030, -1.538], [2.073, 0.925, -0.810], [-0.966, -2.278, -0.673], [-2.879, -0.744, 1.935], [-2.948, -2.053, 0.874], [1.279, 1.607, 2.482], [2.663, 1.411, 1.440]], "forces_ev_per_a": [[2.34, 1.21, -0.44], [-2.74, -2.06, -1.23], [-1.51, 2.44, 1.80], [-0.20, -1.69, 2.18], [2.80, -0.63, -0.50], [-0.91, 3.41, -2.52], [-2.12, 0.48, 1.67], [-2.65, -2.84, -1.34], [1.74, 1.79, 0.13], [1.89, 0.95, -0.52], [-2.52, 0.25, 2.38], [0.62, 0.73, 0.54], [0.71, 0.19, -0.61], [-1.18, -0.77, 0.41], [0.34, 0.16, -0.37], [-1.14, -0.12, 0.75], [-0.77, -2.62, -0.42], [0.55, -0.44, 0.62], [0.32, 0.58, 0.63], [0.56, 0.84, -1.45], [0.42, -0.27, -0.09], [1.24, -1.26, -0.64], [1.94, 1.01, 0.23], [-0.77, -0.92, -0.30], [-0.31, 0.30, 0.65], [0.33, -0.03, -0.12], [0.97, -0.71, -0.97], [0.04, 0.00, -0.47]]}

---

No. 2
{"formula": "C7H16NO4PS", "method": "ωB97M-V with the def2-TZVPD basis set", "e_above_lowest_kcal_mol": 4.4, "largest_force_ev_per_a": 1.1, "gap_ev": 8.90, "charge": 0, "energy_ev": -37323.2440, "multiplicity": 1, "species": ["C", "C", "C", "C", "O", "N", "C", "P", "O", "O", "H", "H", "H", "H", "H", "H", "H", "H", "H", "H", "C", "S", "O", "C", "H", "H", "H", "H", "H", "H"], "positions_angstrom": [[1.163, -0.584, 0.383], [1.961, 0.610, -0.117], [2.749, 1.443, 0.899], [3.217, 2.595, 0.037], [4.213, 3.242, 0.161], [2.312, 2.770, -1.040], [1.251, 1.725, -0.923], [-0.286, 2.642, -0.309], [-0.306, 2.334, 1.307], [-1.455, 1.676, -0.903], [1.823, -1.283, 0.902], [0.691, -1.109, -0.450], [0.371, -0.317, 1.083], [2.722, 0.230, -0.815], [2.112, 1.822, 1.705], [3.596, 0.935, 1.361], [2.853, 2.675, -1.894], [0.961, 1.374, -1.918], [-0.298, 1.404, 1.557], [-1.376, 0.708, -0.846], [-1.865, -3.446, -0.029], [-2.778, -2.266, -1.028], [-1.902, -1.070, -1.187], [-3.990, -1.836, 0.222], [-1.022, -3.793, -0.623], [-1.511, -2.958, 0.878], [-2.515, -4.287, 0.212], [-3.476, -1.456, 1.105], [-4.585, -2.716, 0.465], [-4.629, -1.063, -0.199]], "forces_ev_per_a": [[0.01, 0.09, -0.04], [0.07, 0.20, -0.08], [-0.21, -0.16, 0.34], [-0.58, -0.01, -0.30], [0.73, 0.31, 0.16], [0.18, -1.01, 0.24], [0.10, 0.17, -0.04], [-0.13, -0.20, -0.23], [0.07, 0.07, 0.13], [0.07, 0.12, 0.09], [-0.02, 0.02, -0.03], [-0.01, 0.04, 0.04], [-0.03, 0.01, 0.04], [-0.11, -0.17, 0.04], [-0.01, -0.01, -0.09], [0.03, 0.05, -0.13], [-0.24, 0.54, -0.12], [0.05, 0.06, 0.02], [0.02, -0.04, -0.02], [-0.10, -0.10, -0.08], [0.03, 0.00, 0.01], [-0.08, 0.00, 0.01], [0.20, -0.02, 0.04], [-0.04, 0.00, 0.02], [0.00, 0.01, -0.01], [0.00, 0.02, 0.00], [0.00, -0.01, -0.01], [0.01, 0.00, -0.01], [-0.01, 0.00, -0.01], [0.01, 0.01, -0.01]]}

---

No. 3
{"formula": "C7H16NO5S2Sn", "method": "ωB97M-V with the def2-TZVPD basis set", "largest_force_ev_per_a": 1.9, "gap_ev": 5.18, "charge": 1, "energy_ev": -46735.5830, "multiplicity": 1, "species": ["C", "C", "C", "C", "C", "C", "C", "S", "O", "O", "N", "S", "O", "O", "O", "H", "H", "H", "H", "H", "H", "H", "H", "H", "H", "H", "H", "H", "H", "H", "H", "Sn"], "positions_angstrom": [[1.543, 1.564, -0.198], [0.720, 1.347, -1.462], [-0.658, 1.988, -1.287], [-1.768, 1.274, -0.520], [-2.152, -0.123, -1.010], [-1.208, -1.048, -0.201], [-0.415, -2.160, -0.879], [1.056, -2.316, 0.150], [1.756, -1.040, -0.049], [1.783, -3.482, -0.238], [0.405, -2.425, 1.610], [0.717, -1.259, 2.651], [0.235, -1.652, 3.927], [0.298, 0.106, 2.203], [2.311, -1.177, 2.755], [0.948, 1.227, 0.707], [1.769, 2.668, -0.125], [2.487, 1.027, -0.159], [1.231, 1.829, -2.296], [0.673, 0.284, -1.684], [-0.363, 2.831, -0.603], [-1.030, 2.392, -2.227], [-2.628, 1.955, -0.530], [-1.498, 1.142, 0.561], [-3.193, -0.300, -0.738], [-2.127, -0.259, -2.094], [-1.758, -1.546, 0.593], [-0.470, -0.370, 0.197], [-1.012, -3.070, -0.880], [-0.061, -1.933, -1.887], [2.571, -0.320, 2.408], [-0.161, 2.846, 1.305]], "forces_ev_per_a": [[-0.48, 1.19, -0.28], [0.15, -0.07, -0.04], [0.36, -0.96, 0.03], [-0.73, 0.87, -0.75], [0.09, -0.49, 0.77], [-0.33, -0.40, -1.06], [-0.27, 0.18, 0.22], [0.17, -0.37, -0.90], [-0.13, -0.15, 0.14], [-0.25, -0.03, 0.25], [0.57, 1.27, 0.52], [-0.10, -1.50, 0.19], [-0.15, 0.38, -0.14], [0.02, 0.83, -0.04], [-0.49, 0.20, 0.10], [0.72, -0.95, -0.27], [0.23, -0.29, -0.13], [-0.07, -0.06, 0.31], [-0.01, -0.04, 0.02], [-0.07, -0.05, 0.05], [-0.31, 1.34, -1.29], [-0.10, 0.34, 0.23], [0.03, -0.01, 0.05], [-0.17, -0.14, 0.10], [0.04, -0.02, 0.04], [0.40, 0.34, 0.01], [0.03, 0.45, 0.30], [0.06, -0.35, 0.49], [0.41, -0.24, -0.11], [0.00, -0.04, 0.04], [0.34, 0.07, -0.18], [0.04, -1.30, 1.35]]}